Here is a 11-piece molecular cluster, C63H141N7O11 overall from the OMol25 dataset. Energies are from wB97M-V/def2-TZVPD.

Properties
HOMO energy: -7.709 eV
Electronic energy: -100559.8196 eV
Energy above the lowest of the compared OMol25 structures with the same formula, charge and spin: 149.9 kJ/mol
Lowest unoccupied orbital energy: -0.0100 Ha
SMILES: CC1(C)CCCC(C)(C)N1O.CC1(C)CCCC(C)(C)N1O.CC1(C)CCCC(C)(C)N1O.CC1(C)CCCC(C)(C)N1O.CC1(C)CCCC(C)(C)N1O.CC1(C)CCCC(C)(C)N1O.CC1(C)CCCC(C)(C)N1O.O.O.O.O
Kohn-Sham gap: 7.437 eV

Cartesian coordinates (Å):
C: 0.582 7.276 6.759
C: -0.398 6.273 6.190
C: 0.373 5.017 5.700
C: -1.357 5.893 7.338
C: -2.607 5.151 6.914
C: -3.378 5.896 5.806
C: -2.481 6.332 4.628
C: -2.424 5.134 3.652
C: -3.262 7.451 3.864
N: -1.234 6.909 5.139
O: -0.449 7.514 4.146
H: 0.150 8.038 7.423
H: 1.224 6.871 7.550
H: 1.220 7.877 6.112
H: 0.746 5.259 4.702
H: 1.225 4.833 6.352
H: -0.280 4.146 5.710
H: -0.877 5.365 8.167
H: -1.669 6.802 7.863
H: -2.405 4.125 6.586
H: -3.250 4.984 7.783
H: -3.723 6.787 6.342
H: -4.265 5.328 5.532
H: -3.385 4.629 3.694
H: -1.593 4.494 3.966
H: -2.168 5.336 2.609
H: -4.336 7.317 3.993
H: -2.927 7.456 2.831
H: -3.060 8.410 4.345
H: 0.083 6.797 3.761
C: -1.932 -5.535 3.295
C: -0.709 -5.075 2.489
C: -1.178 -4.327 1.206
C: 0.166 -4.150 3.365
C: 1.537 -3.906 2.703
C: 2.206 -5.251 2.546
C: 1.443 -6.143 1.574
C: 1.633 -5.748 0.080
C: 2.145 -7.507 1.742
N: 0.062 -6.267 2.056
O: -0.711 -7.292 1.479
H: -1.613 -5.856 4.289
H: -2.697 -4.762 3.347
H: -2.370 -6.396 2.791
H: -0.327 -3.689 0.966
H: -1.510 -4.964 0.391
H: -1.992 -3.634 1.441
H: -0.397 -3.221 3.471
H: 0.366 -4.623 4.326
H: 1.550 -3.412 1.730
H: 2.069 -3.267 3.414
H: 2.245 -5.724 3.528
H: 3.223 -5.066 2.192
H: 1.216 -4.778 -0.190
H: 1.129 -6.470 -0.564
H: 2.702 -5.809 -0.120
H: 2.560 -7.630 2.743
H: 2.918 -7.622 0.985
H: 1.464 -8.358 1.686
H: -0.640 -7.981 2.148
C: -1.004 -7.019 -2.981
C: -0.996 -6.202 -4.281
C: -0.957 -7.159 -5.484
C: -2.359 -5.471 -4.401
C: -2.534 -4.268 -3.515
C: -1.403 -3.258 -3.783
C: 0.005 -3.873 -3.865
C: 0.960 -2.977 -4.670
C: 0.440 -3.857 -2.367
N: 0.059 -5.194 -4.482
O: 1.320 -5.839 -4.350
H: -0.051 -7.523 -2.807
H: -1.081 -6.351 -2.119
H: -1.832 -7.724 -2.947
H: -0.787 -6.749 -6.486
H: -0.081 -7.811 -5.409
H: -1.839 -7.767 -5.695
H: -2.495 -5.143 -5.438
H: -3.116 -6.260 -4.358
H: -3.501 -3.861 -3.816
H: -2.554 -4.526 -2.454
H: -1.475 -2.517 -2.986
H: -1.661 -2.670 -4.670
H: 1.879 -3.496 -4.946
H: 1.309 -2.142 -4.056
H: 0.499 -2.569 -5.568
H: 0.379 -2.827 -2.010
H: 1.513 -4.050 -2.272
H: -0.132 -4.479 -1.681
H: 1.746 -5.535 -5.160
C: -0.905 0.753 6.178
C: -1.969 0.147 5.240
C: -1.440 0.202 3.777
C: -2.027 -1.353 5.640
C: -3.211 -2.089 5.091
C: -4.481 -1.403 5.608
C: -4.534 0.051 5.196
C: -4.840 0.191 3.681
C: -5.747 0.689 5.903
N: -3.254 0.768 5.470
O: -3.328 2.134 5.115
H: 0.102 0.341 6.133
H: -0.811 1.836 6.059
H: -1.306 0.630 7.187
H: -0.362 0.044 3.713
H: -2.081 -0.371 3.114
H: -1.452 1.259 3.484
H: -1.148 -1.913 5.311
H: -2.108 -1.466 6.724
H: -3.293 -2.129 3.999
H: -3.160 -3.137 5.396
H: -4.448 -1.415 6.705
H: -5.351 -2.022 5.385
H: -4.095 -0.215 2.997
H: -5.162 1.186 3.381
H: -5.703 -0.451 3.459
H: -5.433 0.809 6.945
H: -6.664 0.167 5.652
H: -5.903 1.733 5.612
H: -3.715 2.481 5.926
C: 8.846 0.760 -3.265
C: 8.293 0.140 -4.598
C: 8.965 0.949 -5.724
C: 9.002 -1.214 -4.682
C: 8.331 -2.354 -3.912
C: 6.875 -2.398 -4.432
C: 6.074 -1.072 -4.313
C: 4.775 -1.101 -5.138
C: 5.652 -0.909 -2.829
N: 6.861 0.137 -4.655
O: 6.219 1.362 -4.465
H: 8.600 0.026 -2.487
H: 9.922 0.868 -3.126
H: 8.345 1.673 -2.940
H: 10.054 0.971 -5.691
H: 8.631 0.727 -6.741
H: 8.664 2.001 -5.644
H: 9.235 -1.459 -5.722
H: 10.009 -1.127 -4.265
H: 8.858 -3.294 -4.054
H: 8.213 -2.118 -2.853
H: 6.223 -3.166 -4.013
H: 6.994 -2.660 -5.490
H: 4.381 -2.110 -5.292
H: 5.001 -0.945 -6.199
H: 4.054 -0.352 -4.824
H: 6.399 -1.051 -2.049
H: 4.889 -1.675 -2.641
H: 5.076 -0.004 -2.617
H: 5.881 1.274 -3.558
C: -2.001 0.907 -4.950
C: -3.555 1.056 -5.189
C: -4.009 -0.251 -5.823
C: -4.186 1.102 -3.801
C: -3.996 2.399 -3.087
C: -4.337 3.605 -3.976
C: -3.681 3.563 -5.398
C: -4.619 4.435 -6.253
C: -2.286 4.225 -5.371
N: -3.853 2.224 -5.989
O: -3.380 2.104 -7.329
H: -1.330 0.764 -5.798
H: -1.583 1.794 -4.463
H: -1.721 0.176 -4.183
H: -3.825 -1.041 -5.098
H: -5.065 -0.192 -6.101
H: -3.460 -0.425 -6.749
H: -5.267 0.956 -3.946
H: -3.929 0.234 -3.190
H: -4.674 2.418 -2.230
H: -2.963 2.479 -2.734
H: -4.046 4.480 -3.394
H: -5.425 3.583 -4.056
H: -4.318 4.402 -7.304
H: -4.604 5.511 -6.068
H: -5.622 4.042 -6.102
H: -1.861 4.222 -6.375
H: -1.614 3.875 -4.586
H: -2.331 5.284 -5.099
H: -4.253 2.082 -7.739
C: 2.044 -0.757 1.504
C: 1.246 -0.172 0.328
C: 1.935 -0.402 -0.974
C: -0.106 -0.961 0.432
C: -1.194 -0.306 -0.373
C: -1.331 1.079 0.219
C: -0.122 2.029 0.039
C: 0.138 2.448 -1.407
C: -0.472 3.227 0.895
N: 1.037 1.287 0.648
O: 2.224 1.997 0.782
H: 2.297 -1.810 1.370
H: 3.020 -0.255 1.515
H: 1.605 -0.542 2.477
H: 1.269 -0.290 -1.834
H: 2.774 0.257 -1.216
H: 2.403 -1.386 -1.070
H: 0.115 -1.922 -0.049
H: -0.444 -1.241 1.430
H: -0.913 -0.244 -1.425
H: -2.211 -0.661 -0.188
H: -1.589 1.057 1.282
H: -2.234 1.575 -0.160
H: 0.535 1.601 -1.963
H: 0.725 3.356 -1.519
H: -0.858 2.631 -1.825
H: 0.336 3.919 1.145
H: -0.703 2.913 1.921
H: -1.392 3.644 0.482
H: 2.284 2.288 1.701
O: 1.545 7.022 1.539
H: 1.914 6.181 1.833
H: 1.729 7.638 2.259
O: 3.385 3.580 -1.359
H: 3.661 4.279 -0.759
H: 2.958 2.920 -0.788
O: -0.352 6.429 -0.293
H: 0.212 6.735 0.439
H: -0.636 5.553 -0.017
O: 3.241 1.954 3.729
H: 3.462 2.629 4.380
H: 3.882 1.251 3.877

Forces on the atoms, in the same order (eV/Å):
C 0.746 1.433 1.555
C -0.547 -0.485 0.284
C -0.330 0.793 0.147
C -0.355 0.281 0.523
C -0.323 -0.869 -0.557
C 1.043 0.648 1.830
C -1.576 0.172 -1.017
C 1.466 -0.202 0.337
C 0.630 0.035 0.969
N -0.118 0.195 1.132
O 0.135 -0.508 -0.197
H -0.900 0.073 -0.645
H 0.217 -0.839 -0.570
H -0.107 -0.527 -0.525
H 0.137 -0.536 -0.107
H 0.018 -0.075 -0.025
H 0.120 -0.060 -0.329
H 0.482 -0.342 -0.444
H -0.114 0.277 -0.434
H 0.453 0.051 -0.159
H -0.077 0.307 0.036
H -0.176 0.264 -0.406
H 0.117 0.054 -0.476
H 0.176 -0.318 -0.155
H -0.503 -0.562 0.150
H -0.246 0.577 0.036
H -0.026 -0.351 -0.482
H -0.331 0.288 -0.093
H 0.203 0.049 -0.166
H -0.181 0.119 -0.310
C 0.399 -0.476 -0.275
C -0.901 -0.575 -1.102
C 0.262 0.891 1.188
C 0.120 -0.231 -1.764
C -0.343 0.021 0.921
C -0.132 1.127 -0.055
C 0.311 -1.210 -0.362
C -0.457 -0.071 0.701
C -0.460 -0.697 0.197
N 0.848 0.572 1.976
O 0.253 0.432 -0.406
H -0.164 0.079 0.096
H 0.141 0.129 0.184
H -0.154 0.079 0.050
H -0.231 -0.176 -0.773
H 0.253 -0.214 0.027
H -0.089 -0.028 0.014
H 0.013 0.051 0.297
H -0.240 0.082 0.129
H -0.539 0.010 0.255
H 0.367 0.040 -0.279
H 0.095 -0.169 -0.064
H 0.070 -0.445 -0.082
H 0.341 0.019 0.298
H 0.016 -0.129 0.066
H -0.012 0.304 -0.262
H 0.293 0.257 -0.048
H 0.113 -0.171 0.165
H -0.064 0.121 -0.579
H -0.208 -0.139 -0.138
C 0.935 0.752 0.458
C -1.347 0.362 -1.096
C 1.113 -0.798 -0.929
C 0.495 -0.632 -0.893
C 0.085 -0.192 -0.214
C -1.231 -0.010 -0.814
C 0.444 0.365 1.787
C 0.126 0.350 0.397
C 1.217 0.531 -0.375
N -1.386 -0.707 -0.444
O 0.050 0.674 0.120
H -0.075 -0.268 -0.309
H -0.322 -0.006 0.003
H 0.048 -0.060 -0.138
H -0.040 1.027 0.410
H -0.243 -0.314 0.332
H -0.146 -0.100 0.891
H 0.412 0.217 -0.046
H -0.190 0.203 0.722
H 0.012 0.409 0.484
H -0.130 -0.074 0.011
H 0.500 0.018 0.076
H 0.159 -0.344 -0.325
H -0.094 -0.133 -0.019
H -0.201 0.128 -0.016
H -0.078 -0.148 -0.030
H -0.283 0.051 -0.014
H -0.123 -0.592 0.002
H -0.066 -0.118 -0.338
H 0.250 -0.375 0.075
C -0.857 0.951 0.545
C 1.902 -1.123 -0.542
C -0.302 1.699 0.730
C -0.317 -0.109 -0.150
C -1.229 -0.142 -0.223
C 1.115 -0.787 0.945
C -0.589 1.083 -2.503
C -1.017 -1.175 -0.324
C 1.548 1.243 0.255
N -0.927 -1.299 1.805
O -0.010 -0.353 -0.115
H -0.162 -0.361 -0.297
H -0.024 -0.016 -0.306
H 0.253 -0.098 0.116
H -0.137 -0.935 0.015
H 0.458 -0.170 -0.245
H -0.547 -0.036 -0.204
H 0.397 0.591 0.081
H 0.227 0.233 0.074
H 0.426 0.166 -0.060
H -0.136 0.031 0.154
H 0.135 -0.007 0.064
H -0.297 0.595 -0.496
H 0.344 0.371 0.193
H 0.457 0.165 0.119
H -0.155 0.082 0.116
H -0.806 -0.677 0.346
H 0.030 -0.302 0.567
H 0.071 -0.098 -0.470
H 0.181 0.452 -0.124
C -1.103 -0.719 1.174
C 2.817 1.492 0.729
C -1.069 1.651 -0.540
C 0.206 -1.078 0.400
C -1.771 0.904 -0.240
C 0.255 0.145 -1.223
C 0.102 1.146 1.466
C 0.847 -0.564 -1.466
C -1.227 -1.041 0.301
N 0.501 -2.100 -1.987
O 0.040 -0.597 0.500
H -0.120 0.084 0.138
H 0.071 0.187 -0.779
H 0.060 0.147 -0.391
H 0.007 -0.414 0.197
H 0.036 -0.685 0.124
H 0.035 0.013 0.275
H -0.654 -0.384 -0.101
H -0.040 0.519 0.088
H -0.115 -0.083 0.104
H 0.742 -0.074 0.137
H 0.237 -0.082 0.277
H -0.399 0.128 -0.173
H -0.413 -0.045 1.150
H 0.330 0.776 0.140
H -0.172 -0.225 0.078
H 0.346 0.183 -0.311
H 0.069 -0.132 0.111
H 0.271 0.208 -0.120
H 0.043 0.665 -0.030
C 0.611 0.716 0.905
C 2.793 -1.279 0.483
C -0.188 0.609 -0.777
C -1.526 0.120 -0.581
C 0.390 0.505 0.220
C 0.328 -1.411 0.248
C -0.803 1.536 0.315
C 0.320 0.346 -0.635
C 0.002 0.203 0.107
N -0.800 -0.096 1.374
O -0.348 0.153 0.671
H -0.546 -0.201 -0.395
H -0.332 0.289 -0.214
H -0.473 -0.570 -0.308
H -0.099 -0.196 -0.183
H -0.080 -0.154 0.247
H 0.102 -0.214 0.115
H -0.075 0.171 -0.122
H 0.558 0.049 -0.163
H 0.277 0.092 0.216
H -0.041 0.037 0.166
H 0.000 0.345 -0.517
H 0.000 0.250 -0.285
H -0.188 -0.368 -0.040
H 0.056 -0.109 0.682
H -0.105 0.161 -0.380
H 0.363 -0.392 0.158
H 0.141 -0.627 -0.410
H -0.666 0.030 -0.168
H 0.408 -0.061 -0.626
C 1.665 0.814 -0.498
C -0.760 0.397 2.418
C 0.773 -0.341 -1.674
C 0.540 -0.769 -1.685
C -0.375 1.293 1.063
C -0.354 1.384 -0.495
C 1.203 -0.760 0.696
C -1.192 -0.392 -0.026
C 0.144 -0.208 1.335
N -2.176 -1.251 0.864
O 0.509 0.510 -0.880
H -0.389 0.212 -0.013
H 0.033 0.006 0.062
H -0.351 -0.227 -0.109
H -0.123 -0.157 0.084
H -0.137 0.406 0.569
H -0.361 -0.232 0.266
H 0.162 -0.046 0.164
H 0.268 0.611 0.242
H -0.403 -0.182 -0.115
H 0.263 -1.039 -0.568
H 0.498 -0.491 0.044
H 0.233 0.160 -0.525
H 0.277 0.285 -0.152
H 0.248 -0.180 0.051
H 0.116 0.252 -0.254
H 0.001 0.372 -1.054
H -0.379 -0.395 -0.181
H 0.245 0.603 0.050
H -0.036 -0.362 0.148
O 0.350 -0.060 0.630
H 0.057 0.034 -0.142
H -0.074 0.101 -0.144
O -0.003 -0.178 -0.048
H -0.012 0.000 -0.029
H 0.099 0.193 0.091
O -0.098 -0.013 0.105
H -0.188 0.009 -0.346
H -0.030 -0.001 -0.092
O -0.018 0.118 0.020
H -0.038 -0.032 -0.014
H -0.052 -0.012 -0.100